Entry 1:
Entry from OMol25: a molecular structure, C27H30Cl3GeO5PRuS2 in a non-equilibrium geometry (ωB97M-V/def2-TZVPD).

Geometry (Å):
Ru: -0.400 -0.618 0.128
C: 5.012 -3.675 2.754
O: 5.001 -2.403 3.375
C: 3.904 -1.628 3.171
C: 3.954 -0.345 3.747
C: 2.883 0.491 3.587
C: 1.735 0.135 2.851
C: 0.601 1.042 2.738
C: 0.577 2.351 3.498
O: -0.400 0.804 2.057
C: 1.712 -1.156 2.236
O: 0.750 -1.612 1.513
C: 2.809 -2.026 2.445
H: 5.980 -4.114 2.987
H: 4.900 -3.588 1.671
H: 4.216 -4.315 3.143
H: 4.833 -0.053 4.305
H: 2.932 1.473 4.037
H: 1.234 2.397 4.360
H: -0.451 2.530 3.808
H: 0.852 3.141 2.795
H: 2.741 -2.990 1.963
C: -5.945 -1.642 -0.969
C: -4.586 -1.789 -1.619
O: -3.863 -0.541 -1.670
P: -3.236 0.133 -0.375
S: -1.632 1.216 -0.896
S: -2.642 -1.197 1.004
O: -4.482 1.007 0.128
C: -4.294 1.808 1.312
C: -5.603 2.495 1.622
H: -6.492 -2.581 -1.069
H: -6.520 -0.848 -1.445
H: -5.851 -1.415 0.093
H: -4.675 -2.088 -2.662
H: -3.972 -2.527 -1.103
H: -3.495 2.528 1.122
H: -3.975 1.155 2.128
H: -5.900 3.142 0.797
H: -5.499 3.103 2.522
H: -6.391 1.761 1.789
C: 2.243 4.406 -1.046
C: 2.806 3.699 0.009
C: 2.564 2.344 0.150
C: 1.743 1.656 -0.752
C: 1.200 2.378 -1.822
C: 1.445 3.734 -1.960
C: 1.512 0.217 -0.570
C: 0.824 -0.590 -1.493
C: 0.745 -0.746 -2.874
C: -0.470 -1.023 -3.548
C: -0.495 -1.169 -4.918
C: 0.669 -1.043 -5.672
C: 1.871 -0.752 -5.029
C: 1.917 -0.598 -3.662
H: 2.430 5.467 -1.158
H: 3.444 4.207 0.723
H: 3.016 1.795 0.969
H: 0.582 1.866 -2.547
H: 1.010 4.271 -2.794
H: 2.222 -0.231 0.123
H: -1.380 -1.098 -2.970
H: -1.437 -1.381 -5.410
H: 0.639 -1.165 -6.747
H: 2.781 -0.649 -5.609
H: 2.852 -0.374 -3.163
Cl: -0.795 -4.251 1.263
Ge: -0.291 -2.925 -0.409
Cl: -1.617 -3.872 -1.932
Cl: 1.650 -3.736 -1.027

As for the maximum force: 1.40 eV/Å. As for the spin multiplicity: 2. The LUMO energy (alpha / beta) is 0.09253 / 0.09282 hartree. The net charge is -1. As for the HOMO energy (alpha / beta): -3.680 / -5.015 eV. Its calculated total energy is -6113.4976 hartree. For the energy relative to the best compared isomer or geometry (same formula, charge and spin), the calculation gives 0.0 kJ/mol. Its expectation value of S² is 0.787.

Entry 2:
Entry from OMol25: a molecular structure, C5H10N2O3 in a non-equilibrium geometry (ωB97M-V/def2-TZVPD).

Geometry (Å):
C: -0.856 0.012 -1.785
C: -1.570 -1.314 0.253
C: 1.202 1.477 0.080
C: -0.873 -0.044 -0.285
C: 0.583 0.168 0.233
N: 0.851 0.198 2.233
N: 1.431 -0.819 0.419
O: 1.163 1.243 2.693
O: 1.388 -1.902 -0.158
O: 2.183 -0.765 1.435
H: -0.220 -0.661 -2.299
H: -0.455 0.884 -2.111
H: -1.832 -0.193 -2.060
H: -1.278 -2.203 -0.306
H: -1.524 -1.493 1.249
H: -2.575 -1.092 0.059
H: 2.240 1.503 0.105
H: 0.632 2.097 0.981
H: 0.982 2.087 -0.805
H: -1.473 0.818 0.069

As for the maximum force: 5.64 eV/Å. As for the spin multiplicity: 1. The LUMO energy is -0.01820 hartree. The net charge is 0. As for the HOMO energy: -8.878 eV. Its calculated total energy is -531.4660 hartree. For the energy relative to the best compared isomer or geometry (same formula, charge and spin), the calculation gives 890.0 kJ/mol.

Entry 3:
Entry from OMol25: 2 unconnected molecules or ions with the total composition C2H7NO3 in a non-equilibrium geometry (ωB97M-V/def2-TZVPD).

Geometry (Å):
O: 0.842 0.140 -1.536
C: 1.282 -0.011 -0.395
O: 2.456 0.495 0.065
C: 0.384 -0.523 0.693
N: -0.784 -1.292 0.227
H: 2.920 1.055 -0.571
H: -0.101 0.228 1.339
H: 0.808 -1.278 1.463
H: -0.626 -2.291 0.073
H: -0.959 -0.968 -0.738
H: -1.809 1.400 0.519
H: -2.633 1.412 -0.725
O: -1.780 1.633 -0.415

As for the maximum force: 4.27 eV/Å. As for the spin multiplicity: 1. Its SMILES is NCC(=O)O.O. The LUMO energy is 0.02478 hartree. The net charge is 0. As for the HOMO energy: -9.796 eV. Its calculated total energy is -360.8719 hartree. For the energy relative to the best compared isomer or geometry (same formula, charge and spin), the calculation gives 109.7 kJ/mol.

Entry 4:
Entry from OMol25: 2 unconnected molecules or ions with the total composition C5H12NP in a non-equilibrium geometry (ωB97M-V/def2-TZVPD).

Geometry (Å):
C: -1.969 -0.879 -0.622
C: 1.737 0.152 -1.087
C: 3.325 -0.202 0.737
C: -2.921 1.816 -0.133
C: 1.901 -0.435 0.081
N: -1.297 -1.998 -0.275
P: -3.178 0.046 0.374
H: -0.853 -2.367 -0.999
H: 2.457 0.611 -1.689
H: 0.687 0.070 -1.585
H: 3.723 0.675 0.214
H: 4.021 -1.050 0.678
H: 3.296 0.220 1.720
H: -3.480 2.162 -0.877
H: -1.864 2.040 -0.421
H: -3.135 2.380 0.793
H: 1.193 -0.938 0.685
H: -1.045 -2.336 0.694
H: -2.596 0.034 1.713

As for the maximum force: 6.52 eV/Å. As for the spin multiplicity: 1. Its SMILES is C[PH]#CN.C=CC. The LUMO energy is 0.03101 hartree. The net charge is 0. As for the HOMO energy: -7.880 eV. Its calculated total energy is -593.6566 hartree. For the energy relative to the best compared isomer or geometry (same formula, charge and spin), the calculation gives 367.8 kJ/mol.

Entry 5:
Entry from OMol25: a molecular structure, C7H13F3InOP in a non-equilibrium geometry (ωB97M-V/def2-TZVPD).

Geometry (Å):
C: 3.133 0.177 0.951
P: 2.112 -0.727 -0.441
C: 1.712 0.657 -1.690
C: 0.572 -1.381 0.477
C: -0.734 -1.556 -0.496
C: -2.076 -1.287 0.465
O: -1.739 -0.189 1.384
C: -2.302 1.099 0.950
C: -1.211 2.146 0.307
F: -1.528 3.527 0.828
F: 0.136 1.819 0.840
F: -1.264 2.209 -1.191
H: 3.778 -0.569 1.589
H: 3.856 0.915 0.360
H: 2.406 0.849 1.614
H: 1.888 1.712 -1.195
H: 0.650 0.609 -2.178
H: 2.488 0.545 -2.591
H: 0.862 -2.498 0.783
H: -0.837 -2.626 -0.974
H: -0.819 -0.782 -1.369
H: -3.059 -1.139 -0.151
H: -2.229 -2.260 1.138
H: -2.727 1.622 1.934
H: -3.235 1.001 0.224
In: 0.165 -3.873 -1.566

As for the maximum force: 6.41 eV/Å. As for the spin multiplicity: 1. The LUMO energy is -0.39376 hartree. The net charge is +2. As for the HOMO energy: -17.414 eV. Its calculated total energy is -1179.9146 hartree.

Entry 6:
Entry from OMol25: a molecular structure, C24H20CoN4O3 (ωB97M-V/def2-TZVPD).

Geometry (Å):
Co: 1.092 -0.190 -0.974
C: -4.293 0.448 -2.810
O: -4.787 0.167 -1.510
C: -3.279 0.511 0.443
C: -3.910 0.300 1.780
C: -3.226 -0.018 2.876
C: -1.777 -0.154 2.828
C: -1.054 0.012 1.704
C: 0.393 -0.134 1.870
N: 1.270 -0.064 0.938
N: 2.612 -0.090 1.351
C: 3.385 0.008 0.308
O: 2.967 0.079 -0.923
C: 4.857 0.044 0.526
C: 5.392 -0.024 1.810
C: 6.763 0.019 1.991
C: 7.609 0.131 0.895
C: 7.079 0.198 -0.385
C: 5.705 0.154 -0.570
C: -1.713 0.355 0.398
O: -0.908 0.726 -1.579
H: -5.077 1.014 -3.312
H: -4.096 -0.467 -3.373
H: -3.376 1.041 -2.786
H: -4.989 0.410 1.823
H: -3.729 -0.170 3.821
H: -1.261 -0.398 3.749
H: 0.764 -0.250 2.885
H: 4.723 -0.111 2.655
H: 7.176 -0.035 2.990
H: 8.681 0.167 1.039
H: 7.735 0.284 -1.241
H: 5.276 0.204 -1.560
N: -0.163 2.419 0.027
C: -1.225 1.583 -0.423
C: -2.440 2.436 -0.624
C: -3.522 1.908 -0.086
C: -3.904 -0.498 -0.603
C: -2.725 -1.205 -1.187
C: -2.767 -2.431 -1.756
C: -1.578 -3.153 -2.035
C: -0.420 -2.610 -1.567
N: -0.350 -1.436 -0.906
C: -1.450 -0.589 -0.823
H: 0.131 3.076 -0.684
H: 0.633 1.935 0.409
H: -2.376 3.398 -1.114
H: -4.506 2.350 -0.081
H: -4.549 -1.207 -0.076
H: -3.733 -2.890 -1.946
H: -1.588 -4.123 -2.505
H: 0.527 -3.129 -1.674

As for the maximum force: 0.37 eV/Å. As for the spin multiplicity: 2. The LUMO energy (alpha / beta) is -0.02677 / -0.02392 hartree. The net charge is 0. As for the HOMO energy (alpha / beta): -7.503 / -7.488 eV. Its calculated total energy is -2753.9636 hartree. For the energy relative to the best compared isomer or geometry (same formula, charge and spin), the calculation gives 445.5 kJ/mol. Its expectation value of S² is 1.167.

Entry 7:
Entry from OMol25: a single C19H22Cl2N4O molecule in a non-equilibrium geometry (ωB97M-V/def2-TZVPD).

Geometry (Å):
O: 2.321 0.833 3.568
Cl: 5.121 -4.169 3.419
Cl: 3.105 -2.258 1.839
N: 0.995 0.696 1.818
N: -0.243 -1.298 1.504
C: 1.485 0.188 2.984
C: 0.164 -0.023 1.142
C: 0.037 -1.720 2.688
C: 2.614 -3.111 6.365
C: 3.657 -3.695 5.656
C: 1.709 -2.243 5.699
C: 3.801 -3.432 4.283
C: 2.891 -2.590 3.580
C: 1.848 -1.966 4.321
N: -0.275 0.433 -0.099
N: -0.466 1.181 -5.055
C: 0.844 -0.999 3.701
C: -1.316 -0.298 -0.891
C: 0.445 1.539 -0.767
C: -2.909 2.680 -4.166
C: -2.086 0.819 -1.610
C: 0.210 1.488 -2.310
C: -1.855 2.872 -3.063
C: -2.821 1.258 -4.621
C: -1.283 1.495 -2.742
C: -1.458 0.773 -4.065
H: -0.310 -2.723 2.973
H: 2.530 -3.282 7.425
H: 4.392 -4.313 6.181
H: 0.924 -1.728 6.268
H: -0.488 0.523 -5.844
H: -0.580 2.122 -5.371
H: 0.205 -0.637 4.549
H: -2.009 -0.810 -0.198
H: -0.843 -1.008 -1.560
H: 1.502 1.444 -0.643
H: 0.117 2.530 -0.445
H: -2.688 3.348 -5.011
H: -3.932 2.931 -3.803
H: -2.347 1.620 -0.902
H: -3.064 0.373 -1.984
H: 0.650 0.530 -2.595
H: 0.768 2.251 -2.887
H: -1.111 3.552 -3.414
H: -2.302 3.328 -2.175
H: -3.640 0.675 -4.138
H: -2.913 1.142 -5.668
H: -1.394 -0.320 -3.936

As for the maximum force: 3.05 eV/Å. As for the spin multiplicity: 1. Its SMILES is N[C@@H]1CCCC12CCN(C1=NC(=O)[C@H](c3cccc(Cl)c3Cl)C=N1)CC2. The LUMO energy is -0.00681 hartree. The net charge is 0. As for the HOMO energy: -8.786 eV. Its calculated total energy is -1951.8471 hartree. For the energy relative to the best compared isomer or geometry (same formula, charge and spin), the calculation gives 14.5 kJ/mol.

Entry 8:
Entry from OMol25: a molecular structure, ClO6V3 in a non-equilibrium geometry (ωB97M-V/def2-TZVPD).

Geometry (Å):
O: -2.241 1.970 -0.098
V: -1.786 1.597 -1.502
O: -1.577 2.945 -2.241
O: -1.269 -0.549 2.539
V: 0.272 -0.189 2.788
O: 0.789 0.088 1.393
O: 0.788 -2.569 0.128
V: 1.653 -1.698 -0.917
O: 3.176 -1.681 -0.385
Cl: 0.195 0.085 -1.706

As for the maximum force: 4.57 eV/Å. As for the spin multiplicity: 1. The LUMO energy is -0.41831 hartree. The net charge is +2. As for the HOMO energy: -19.040 eV. Its calculated total energy is -3742.8349 hartree. For the energy relative to the best compared isomer or geometry (same formula, charge and spin), the calculation gives 0.0 kJ/mol.

Entry 9:
Entry from OMol25: 6 unconnected molecules or ions with the total composition C33H46Cl10N2O3 in a non-equilibrium geometry (ωB97M-V/def2-TZVPD).

Geometry (Å):
N: 3.887 2.123 3.313
C: 2.632 2.199 2.485
C: 1.361 1.889 3.365
C: 0.271 1.019 2.653
C: -0.263 -0.165 3.381
C: -1.308 -1.045 2.806
C: -1.826 -2.263 3.611
C: -1.097 -3.515 3.793
C: -1.709 -4.623 4.572
C: -3.038 -4.530 5.190
C: -3.773 -3.235 5.006
C: -3.165 -2.137 4.236
C: -1.874 -0.764 1.451
C: -3.003 -1.661 0.821
N: -2.645 -2.276 -0.469
C: -1.332 0.390 0.721
C: -0.289 1.275 1.323
C: 0.231 2.487 0.468
O: 0.496 3.572 0.942
C: 0.331 2.189 -1.075
C: 1.532 2.783 -1.901
C: 2.413 1.562 -2.473
C: 3.803 1.400 -1.714
C: 3.683 0.210 -0.661
O: 4.379 -0.982 -1.104
C: -0.638 1.390 -1.618
C: -1.787 0.790 -0.731
O: -2.924 0.687 -1.134
H: 3.568 2.386 4.256
H: 4.542 2.853 3.020
H: 2.715 1.555 1.565
H: 2.570 3.278 2.143
H: 1.706 1.298 4.267
H: 0.851 2.813 3.748
H: 0.102 -0.438 4.409
H: -0.087 -3.619 3.315
H: -1.112 -5.567 4.693
H: -3.447 -5.373 5.790
H: -4.789 -3.136 5.466
H: -3.767 -1.201 4.098
H: -3.386 -2.445 1.534
H: -3.881 -0.965 0.655
H: -2.927 -1.708 -1.268
H: -1.636 -2.413 -0.567
H: 1.148 3.444 -2.730
H: 2.208 3.348 -1.193
H: 1.815 0.610 -2.406
H: 2.647 1.833 -3.549
H: 4.127 2.327 -1.177
H: 4.590 1.066 -2.456
H: 2.591 -0.001 -0.483
H: 4.164 0.577 0.296
H: 3.988 -1.716 -0.590
H: -0.589 1.151 -2.712
Cl: -8.189 -3.728 4.111
C: -7.768 -5.114 3.072
C: -6.637 -5.935 3.649
Cl: -5.086 -5.052 3.627
H: -7.521 -4.732 2.082
H: -8.665 -5.728 2.987
H: -6.497 -6.839 3.055
H: -6.841 -6.232 4.678
Cl: 0.948 -0.053 -5.066
C: 1.860 -1.023 -6.246
C: 2.974 -0.236 -6.898
Cl: 2.360 1.044 -7.974
H: 1.156 -1.408 -6.983
H: 2.277 -1.867 -5.703
H: 3.582 -0.900 -7.513
H: 3.622 0.233 -6.157
Cl: -3.950 6.564 1.725
C: -2.650 6.137 2.865
C: -2.135 4.732 2.645
Cl: -3.342 3.496 3.087
H: -3.030 6.271 3.877
H: -1.843 6.853 2.706
H: -1.260 4.556 3.272
H: -1.849 4.567 1.608
Cl: 0.839 -3.452 -4.543
C: 2.064 -3.583 -3.255
C: 1.732 -4.670 -2.257
Cl: 0.302 -4.269 -1.273
H: 2.153 -2.609 -2.772
H: 3.013 -3.809 -3.743
H: 2.564 -4.803 -1.565
H: 1.543 -5.623 -2.751
Cl: 2.788 3.110 -5.286
C: 3.292 4.795 -5.003
C: 4.697 5.060 -5.493
Cl: 5.920 4.207 -4.515
H: 3.192 5.004 -3.938
H: 2.587 5.429 -5.542
H: 4.919 6.124 -5.419
H: 4.823 4.755 -6.532

As for the maximum force: 3.95 eV/Å. As for the spin multiplicity: 1. Its SMILES is NCCc1cc(-c2ccccc2)c(CN)c2c1C(=O)C(CCCCO)=CC2=O.ClCCCl.ClCCCl.ClCCCl.ClCCCl.ClCCCl. The LUMO energy is -0.02515 hartree. The net charge is 0. As for the HOMO energy: -8.585 eV. Its calculated total energy is -6222.0461 hartree.

Entry 10:
Entry from OMol25: 2 unconnected molecules or ions with the total composition C11H20O2 in a non-equilibrium geometry (ωB97M-V/def2-TZVPD).

Geometry (Å):
C: -0.222 3.376 0.933
C: -0.549 2.152 0.676
C: -0.848 1.672 -0.631
C: 2.973 0.426 0.090
C: 3.685 1.326 -0.984
C: 2.628 -2.805 -0.148
C: -4.565 -1.217 0.279
C: 1.800 -0.355 -0.485
C: 1.605 -1.655 0.354
C: -3.879 0.101 0.019
C: -2.394 -0.146 0.053
O: 3.364 0.387 1.215
O: -1.706 0.756 -0.887
H: 0.379 3.656 1.740
H: -0.446 4.080 0.215
H: -0.069 1.312 1.182
H: 3.864 2.205 -0.549
H: 3.080 1.429 -1.863
H: 4.605 0.969 -1.220
H: 2.155 -3.709 0.213
H: 3.563 -2.570 0.289
H: 2.615 -2.751 -1.222
H: -3.951 -2.100 0.103
H: -5.050 -1.356 1.220
H: -5.318 -1.331 -0.462
H: 0.848 0.273 -0.387
H: 2.071 -0.600 -1.590
H: 1.570 -1.443 1.376
H: 0.716 -2.140 0.066
H: -4.156 0.805 0.747
H: -4.214 0.524 -0.972
H: -2.008 -0.115 1.070
H: -2.145 -1.158 -0.437

As for the maximum force: 4.30 eV/Å. As for the spin multiplicity: 1. The LUMO energy (alpha / beta) is 0.01401 / 0.01401 hartree. The net charge is 0. As for the HOMO energy (alpha / beta): -7.589 / -7.588 eV. Its calculated total energy is -581.3951 hartree. For the energy relative to the best compared isomer or geometry (same formula, charge and spin), the calculation gives 608.5 kJ/mol.

Which of these has the lowest calculated total energy? C33H46Cl10N2O3

Number 9 is which compound? C33H46Cl10N2O3